[1]
Entry from the OMol25 dataset: C6H17N2O3SSi as an isolated structure in a non-equilibrium geometry (ωB97M-V/def2-TZVPD).

```
30
Properties=species:S:1:pos:R:3:forces:R:3
C -0.340976 0.642376 -1.220248 1.5 -0.5 1.0
Si -0.505237 -0.913015 -2.343008 -2.8 3.0 -1.8
C -2.331942 -1.618097 -2.441140 0.4 -1.2 0.3
C 0.182295 -0.498193 -4.110898 0.7 0.0 -1.5
S 0.641978 -2.505000 -1.342787 0.5 0.2 1.5
O 0.959352 -3.720977 -2.496212 -2.6 -1.5 1.1
N 2.301904 -3.742131 -2.754111 1.2 6.2 2.2
O 2.697407 -2.639813 -2.337033 1.5 -4.6 -2.6
H -0.906839 1.596336 -1.594082 0.8 -2.1 0.7
H 0.818322 0.923130 -1.201727 -2.5 -0.5 0.1
H -0.605848 0.332441 -0.105730 0.4 1.1 -2.4
H -2.687196 -2.015309 -1.373908 0.6 1.0 -2.4
H -2.249332 -2.574959 -3.149550 -0.6 2.1 1.3
H -3.037191 -0.786171 -2.866552 1.3 -1.8 0.8
H 0.822716 0.502811 -4.132078 -1.2 -2.3 0.3
H 0.837510 -1.373834 -4.565995 -1.3 1.9 0.8
H -0.713360 -0.302054 -4.870555 1.8 -0.6 1.8
H -0.237265 -2.941243 -0.328089 0.3 -0.7 -1.7
C 1.425041 2.636708 2.858716 0.1 0.1 -0.2
C 0.271478 1.734991 2.517586 -0.5 -0.3 0.2
O -0.044546 1.491615 1.354988 0.2 0.1 0.5
N -0.435060 1.178645 3.541880 0.4 0.3 -0.9
C -0.228091 1.335787 4.962056 -0.3 -0.3 0.1
H 1.887482 3.001678 1.937183 -0.2 -0.2 0.2
H 1.071051 3.497831 3.431733 0.2 -0.1 0.1
H 2.177848 2.083614 3.426956 -0.1 0.2 0.1
H -1.195101 0.584872 3.229598 0.2 0.2 0.1
H -0.045381 0.346480 5.388952 0.1 0.2 0.2
H -1.143072 1.748983 5.393680 0.2 0.0 0.2
H 0.612054 1.992499 5.190374 -0.2 -0.1 -0.1
```
Positions in Å, forces in eV/Å.

For the HOMO-LUMO gap, the calculation gives 6.5 eV. For the highest occupied orbital energy, the calculation gives -12.11 eV. The calculated total energy is -1261.2892 a.u. The calculation puts the energy relative to the best compared isomer or geometry (same formula, charge and spin) at 60.2 kcal per mole. Its charge is +1. The spin multiplicity is 1.


[2]
Entry from the OMol25 dataset: a 4-piece molecular cluster, C6H17NO overall in a non-equilibrium geometry (ωB97M-V/def2-TZVPD).

```
25
Properties=species:S:1:pos:R:3:forces:R:3
C -1.643902 -0.673729 -1.402194 0.1 0.2 -0.7
C -1.219886 0.414929 -2.139272 0.4 0.0 0.9
C -1.005732 1.761018 -1.498780 -0.4 -0.9 -0.1
C -2.281175 -0.632490 -0.158340 -1.1 0.4 -1.3
N 1.631480 -0.624105 1.908651 -0.4 0.6 -0.7
C 0.855189 0.249249 2.790905 1.1 -0.3 0.7
C 0.692730 -1.416739 1.093548 0.8 0.0 1.2
H -1.448125 -1.609852 -1.916197 -0.5 -0.3 0.2
H 2.245997 -0.986878 -2.376639 0.0 0.0 0.0
H 1.641130 -1.412006 -2.317302 0.0 0.0 0.0
H -0.839941 0.179418 -3.127538 0.1 0.3 0.0
H -1.920428 2.144331 -1.042044 -0.2 0.1 -0.1
H -0.577128 2.491364 -2.172129 0.1 0.1 -0.1
H -0.305092 1.553965 -0.680754 0.5 0.4 -0.1
H -3.087311 -1.344690 -0.006862 0.5 -0.5 0.6
H -2.515779 0.354326 0.216770 0.2 0.1 0.4
H -0.050977 0.681469 2.356802 -0.1 -0.1 -0.2
H 0.635888 -0.290860 3.722821 -0.4 0.1 -0.1
H 1.510440 1.078700 3.078542 -0.2 0.0 0.0
H 1.268969 -1.959872 0.353370 -0.1 0.0 -0.4
H 0.247831 -2.174578 1.754313 -0.4 0.1 -0.2
H -0.068435 -0.768333 0.655526 0.1 -0.3 -0.2
H 2.536346 1.663165 -0.257054 -0.1 0.1 0.0
H 2.007858 0.064731 1.203376 -0.3 -0.3 0.1
O 1.690051 1.257465 -0.039519 0.2 0.1 -0.1
```
Positions in Å, forces in eV/Å.

For the HOMO-LUMO gap (alpha / beta), the calculation gives 7.1 / 6.2 eV. For the highest occupied orbital energy (alpha / beta), the calculation gives -3.08 / -3.07 eV. The calculated total energy is -368.6553 a.u. The calculation puts the energy relative to the best compared isomer or geometry (same formula, charge and spin) at 58.1 kcal per mole. Its charge is -1. The spin multiplicity is 2.


[3]
Entry from the OMol25 dataset: C6H17NO as an isolated structure in a non-equilibrium geometry (ωB97M-V/def2-TZVPD).

```
25
Properties=species:S:1:pos:R:3:forces:R:3
C 0.039585 0.685559 -1.987949 0.0 -0.1 0.0
C 0.290887 0.558898 -3.492506 0.0 0.0 0.1
C 1.344342 0.548394 -1.199487 -0.1 0.0 -0.1
C -0.990063 -0.343030 -1.514027 0.1 0.1 0.0
H -0.367711 1.685080 -1.793732 0.0 0.0 0.0
H -0.633936 0.681985 -4.060004 0.0 0.0 0.0
H 1.791603 -0.434882 -1.372921 0.0 0.0 0.0
H -1.182425 -0.241425 -0.445492 0.0 0.0 0.0
H -1.938194 -0.224372 -2.042975 0.0 0.0 0.0
H 1.003272 1.310143 -3.839557 0.0 0.0 0.0
H 0.700419 -0.426477 -3.730537 0.0 0.0 0.0
H 1.167540 0.657241 -0.128780 0.0 0.0 0.0
H 2.072352 1.301753 -1.508061 0.0 0.0 0.0
H -0.628167 -1.358234 -1.700990 0.0 0.0 0.0
C 0.301936 0.447394 3.528010 -0.2 0.0 0.2
C 0.261397 -1.380582 2.011585 2.0 1.3 0.6
N 0.299920 -0.053753 2.180457 0.2 -1.9 -0.2
O -1.896175 -0.311583 2.020094 1.2 -0.5 0.5
H -2.630140 0.221480 1.677076 -0.3 -1.1 -0.4
H -0.257026 1.379831 3.563236 0.1 0.0 0.0
H 0.442562 -2.031126 2.873606 -0.4 0.0 0.1
H 1.349540 0.666598 3.769830 -0.1 0.0 0.0
H -0.103907 -0.252856 4.266009 0.1 0.0 -0.1
H -1.139841 -1.352742 1.844192 -2.0 2.3 -0.2
H 0.702229 -1.733297 1.082921 -0.5 0.0 -0.3
```
Positions in Å, forces in eV/Å.

For the HOMO-LUMO gap, the calculation gives 9.2 eV. For the highest occupied orbital energy, the calculation gives -9.79 eV. The calculated total energy is -368.6410 a.u. The calculation puts the energy relative to the best compared isomer or geometry (same formula, charge and spin) at 100.3 kcal per mole. Its charge is 0. The spin multiplicity is 1.


[4]
Entry from the OMol25 dataset: a 2-piece molecular cluster, C6H17NO overall in a non-equilibrium geometry (ωB97M-V/def2-TZVPD).

```
25
Properties=species:S:1:pos:R:3:forces:R:3
C 2.053288 -2.726168 1.171539 -1.9 -0.8 -1.9
C 1.497096 -3.114731 -0.287633 -0.4 0.9 2.0
C 1.309927 -1.841776 -1.065351 1.1 0.7 -2.1
C 0.231896 -0.844485 -0.588010 1.8 -0.6 1.5
C 0.718987 0.550584 -0.871153 -0.9 1.7 -1.8
C -0.290652 1.701052 -0.633567 1.3 2.0 1.6
N -1.167343 1.526762 0.546528 0.8 -0.8 -0.8
H 2.570807 -1.775094 1.081626 0.4 -0.2 0.5
H 2.585226 -3.597828 1.511013 0.7 0.2 0.4
H 1.146014 -2.666721 1.757924 0.2 0.5 0.7
H 0.475299 -3.471011 -0.153200 0.2 -1.0 0.0
H 2.212495 -3.856864 -0.622902 -0.4 0.0 -1.0
H 1.091250 -1.899775 -2.145473 0.0 -1.0 0.1
H 2.328778 -1.418875 -1.150290 -0.4 0.6 0.5
H -0.723194 -1.097861 -1.048011 -0.1 0.2 0.1
H 0.189182 -0.948217 0.510867 -0.6 0.1 -0.4
H 1.058779 0.672334 -1.926161 -0.5 -0.4 0.3
H 1.614564 0.887943 -0.373696 0.3 -0.8 0.9
H 0.358497 2.574077 -0.349097 -0.3 -0.6 -0.1
H -0.776069 2.173876 -1.480689 -0.5 -0.9 -0.7
H -1.400966 2.417774 0.951434 -0.2 -0.1 -0.2
H -1.965133 0.982889 0.253180 -0.4 0.3 0.4
H -3.149548 4.594185 1.123938 -0.2 0.0 0.0
H -2.985806 3.151256 1.554422 -0.4 0.0 0.0
O -3.655099 3.785327 1.267627 0.3 0.0 0.0
```
Positions in Å, forces in eV/Å.

For the HOMO-LUMO gap, the calculation gives 10.2 eV. For the highest occupied orbital energy, the calculation gives -9.42 eV. The calculated total energy is -368.7450 a.u. The calculation puts the energy relative to the best compared isomer or geometry (same formula, charge and spin) at 35.0 kcal per mole. Its charge is 0. The spin multiplicity is 1.


[5]
Entry from the OMol25 dataset: a 2-piece molecular cluster, C6H17NO overall in a non-equilibrium geometry (ωB97M-V/def2-TZVPD).

```
25
Properties=species:S:1:pos:R:3:forces:R:3
C 0.739669 -0.847008 2.277135 0.2 0.0 -1.2
N 0.548001 0.106591 1.134782 -0.2 -1.0 1.7
C -0.314654 -0.514899 0.128219 -0.2 1.7 -1.1
C -0.097656 0.161505 -1.234206 -0.3 0.5 -1.5
C -0.986504 -0.469312 -2.326159 0.0 0.5 0.6
C -0.294314 1.683644 -1.255153 1.6 0.1 0.6
C -1.787640 -0.514692 0.509484 -0.2 -0.4 0.7
H 0.906578 -0.299876 3.184942 0.5 0.2 0.4
H 1.540193 -1.545426 2.033554 0.2 0.1 0.3
H -0.136593 -1.442486 2.454908 -0.6 -0.4 0.1
H 0.035811 0.836469 1.622199 -0.1 0.4 -0.7
H 0.023383 -1.488250 -0.081781 0.5 -1.6 0.4
H 0.912216 0.036371 -1.640481 0.2 -0.5 0.8
H -0.906636 -1.555859 -2.362270 0.1 0.0 -0.2
H -2.020198 -0.216436 -2.104980 -0.2 -0.1 -0.2
H -0.722355 0.008830 -3.268485 -0.1 -0.3 -0.2
H 0.428885 2.195776 -1.900185 -0.2 -0.4 -0.5
H 0.084797 2.077224 -0.304603 -0.9 0.2 0.2
H -1.264036 2.005966 -1.574843 -0.7 0.3 0.4
H -2.146056 0.515235 0.569197 -0.2 -0.1 0.0
H -2.452703 -1.108570 -0.114533 0.2 0.2 -0.5
H -1.945961 -1.002977 1.475571 0.2 0.3 0.2
H 2.938680 0.475129 1.603270 0.2 0.3 0.0
H 3.257306 0.249793 0.194614 0.3 0.3 0.0
O 3.659786 0.653260 0.979804 -0.6 -0.5 -0.1
```
Positions in Å, forces in eV/Å.

For the HOMO-LUMO gap, the calculation gives 10.4 eV. For the highest occupied orbital energy, the calculation gives -9.53 eV. The calculated total energy is -368.7708 a.u. The calculation puts the energy relative to the best compared isomer or geometry (same formula, charge and spin) at 18.8 kcal per mole. Its charge is 0. The spin multiplicity is 1.


[6]
Entry from the OMol25 dataset: a 2-piece molecular cluster, C6H17NO overall in a non-equilibrium geometry (ωB97M-V/def2-TZVPD).

```
25
Properties=species:S:1:pos:R:3:forces:R:3
C -2.665612 0.813929 -0.582389 0.3 0.3 0.7
C -1.433347 0.379848 0.276805 -1.3 0.7 0.1
N -1.318349 -1.066154 0.346721 0.5 0.0 -0.4
C 2.216704 -0.293293 0.221846 0.4 0.6 -0.9
C 1.069290 -1.084001 -0.388122 -0.5 -0.7 -0.1
C 0.019500 -1.593123 0.630945 0.3 0.5 -0.3
C -0.057528 -3.103171 0.623918 -0.1 -0.4 0.8
H -3.329496 1.440211 0.023337 -0.3 -0.5 0.1
H -3.173452 -0.072295 -0.972597 0.0 0.4 -0.1
H -2.375913 1.518821 -1.355051 0.2 -0.3 -0.6
H -1.610758 0.825289 1.271287 0.5 -0.1 0.0
H -0.560621 0.866072 -0.147845 0.3 -0.3 0.1
H -1.949617 -1.406871 1.058551 -0.1 -0.1 0.0
H 2.038017 0.787079 0.158699 -0.1 -0.1 0.1
H 2.430141 -0.504107 1.259673 -0.1 -0.4 0.3
H 3.128867 -0.469859 -0.356087 0.0 0.0 0.2
H 1.427655 -1.976711 -0.918635 0.2 0.3 0.1
H 0.548162 -0.508531 -1.154225 0.1 0.1 0.0
H 0.372069 -1.236897 1.596485 0.0 0.0 0.5
H -0.077250 -3.486217 -0.388067 -0.2 -0.1 -0.2
H 0.758882 -3.595872 1.165183 0.2 0.3 -0.2
H -0.952307 -3.418496 1.164272 -0.2 -0.1 -0.2
H 1.628687 4.993557 -1.438425 0.1 0.0 0.3
H 2.124037 6.244905 -0.633287 0.0 -0.3 0.0
O 1.742240 5.945887 -1.462990 -0.1 0.3 -0.3
```
Positions in Å, forces in eV/Å.

For the HOMO-LUMO gap, the calculation gives 9.3 eV. For the highest occupied orbital energy, the calculation gives -8.72 eV. The calculated total energy is -368.7690 a.u. The calculation puts the energy relative to the best compared isomer or geometry (same formula, charge and spin) at 20.0 kcal per mole. Its charge is 0. The spin multiplicity is 1.